1.
An isolated ion of composition C3H8N3 and charge +1, computed with ωB97M-V/def2-TZVPD.

ORCA input file:
```
! wB97M-V def2-TZVPD RIJCOSX def2/J DEFGRID3
* xyz 1 1
N -1.438 1.526 -0.088
C -0.549 0.541 0.001
C 0.789 0.452 0.784
N 1.542 -0.559 0.011
C 0.435 -1.511 -0.293
N -0.665 -0.657 -0.582
H -1.380 2.284 0.492
H -2.320 1.419 -0.635
H 1.367 1.450 0.851
H 0.543 0.067 1.802
H 1.884 -0.049 -0.864
H 0.825 -2.201 -1.049
H 0.426 -1.947 0.742
H -1.459 -0.816 -1.172
*
```

For the highest occupied orbital energy, the calculation gives -14.56 eV. As for the total energy: -7704.123 eV. The orbital gap is 10.926 eV. For the LUMO energy, the calculation gives -3.64 eV. Its SMILES is [NH2+]=C1CNCN1. As for the energy above the lowest of the compared OMol25 structures with the same formula, charge and spin: 111.5 kJ/mol.

2.
An isolated ion of composition C3H8N3 and charge +1, computed with ωB97M-V/def2-TZVPD.

ORCA input file:
```
! wB97M-V def2-TZVPD RIJCOSX def2/J DEFGRID3
* xyz 1 1
H -2.678 -1.022 -1.113
N -2.461 -1.068 -0.133
C -1.758 -0.209 0.353
C -0.804 0.893 -0.134
N 0.375 0.303 -0.513
C 1.199 -0.052 0.428
N 2.333 -0.613 0.119
H -1.672 -0.073 1.431
H -1.203 1.291 -1.072
H -0.661 1.618 0.663
H 0.597 -0.096 -1.351
H 1.087 0.252 1.420
H 3.137 -0.349 0.708
H 2.510 -0.874 -0.807
*
```

For the highest occupied orbital energy, the calculation gives -13.56 eV. As for the total energy: -7702.742 eV. The orbital gap is 9.291 eV. For the LUMO energy, the calculation gives -4.27 eV. Its SMILES is [H]/N=C\C/[NH+]=C/N. As for the energy above the lowest of the compared OMol25 structures with the same formula, charge and spin: 244.7 kJ/mol.

3.
C3H8N3 as an isolated structure, computed with ωB97M-V/def2-TZVPD.

ORCA input file:
```
! wB97M-V def2-TZVPD RIJCOSX def2/J DEFGRID3
* xyz 1 1
C 0.083 0.903 1.475
C 0.410 0.366 0.113
C 0.818 -1.083 -0.140
N 1.219 1.807 1.377
N 1.547 1.241 0.183
N -0.611 0.708 -0.978
H -0.952 1.221 1.751
H 0.233 0.391 2.408
H -0.109 -1.779 -0.095
H 1.586 -1.269 0.571
H 1.030 -1.205 -1.258
H -1.511 0.324 -0.523
H -0.335 0.044 -1.741
H -0.521 1.737 -1.173
*
```

For the highest occupied orbital energy, the calculation gives -15.22 eV. As for the total energy: -7700.397 eV. The orbital gap is 10.364 eV. For the LUMO energy, the calculation gives -4.85 eV. As for the energy above the lowest of the compared OMol25 structures with the same formula, charge and spin: 471.0 kJ/mol.

4.
C3H8N3 as an isolated structure, computed with ωB97M-V/def2-TZVPD.

ORCA input file:
```
! wB97M-V def2-TZVPD RIJCOSX def2/J DEFGRID3
* xyz 1 1
C 2.199 -0.188 0.113
C 0.334 0.349 -0.470
C -2.043 -0.327 -0.174
N 1.086 -0.909 -0.239
N 1.602 0.991 0.123
N -0.916 0.481 0.379
H 3.252 -0.419 0.435
H -3.082 -0.250 0.186
H -2.016 -0.321 -1.284
H -1.847 -1.299 0.162
H 1.082 -1.803 -0.703
H 2.146 1.903 -0.079
H -0.563 0.276 1.285
H -1.234 1.516 0.266
*
```

For the highest occupied orbital energy, the calculation gives -12.49 eV. As for the total energy: -7700.701 eV. The orbital gap is 8.921 eV. For the LUMO energy, the calculation gives -3.57 eV. As for the energy above the lowest of the compared OMol25 structures with the same formula, charge and spin: 441.6 kJ/mol.